Molecular formula: C5H3N
Method: DFT, ωB97M-V/def2-TZVPD

Geometry as XYZ:
```
9
Properties=species:S:1:pos:R:3:forces:R:3:nbo_charge:R:1
C 0.618553 -1.146636 0.005478 1.2 -0.4 -0.1 -0.38
C 0.678847 1.161863 -0.117725 -0.8 -1.0 2.1 -0.39
C 1.999303 -0.887721 -0.060374 -0.5 1.5 0.6 0.21
C 2.013261 0.827796 0.043953 0.0 -1.0 -1.1 0.24
H 0.149410 2.066490 0.162579 0.9 0.6 -0.6 0.24
H 0.348318 -2.194982 0.014506 -0.5 0.3 0.0 0.25
N 3.044966 -0.033500 0.021110 -1.4 0.2 0.0 -0.31
C -0.152977 0.017376 0.055183 -0.6 0.7 -0.8 -0.08
H -1.287402 0.176410 0.154194 1.8 -0.8 -0.1 0.22
```
Positions in Å, forces in eV/Å.

Output
ΔE to the lowest compared entry with this formula, charge and spin, kcal/mol: 57.9
Frontier orbital gap, eV: 8.62
HOMO energy, Ha: -0.3128
Energy, eV: -6718.214